(1)
Computed, not measured: a molecular structure, C2F6NO4RuS2 at a distorted geometry, with the ωB97M-V functional and the def2-TZVPD basis.

Properties
Max |F| ... 3.88 eV Å⁻¹
Total energy ... -1922.1716 Ha
<S²> ... 8.769
HOMO-LUMO gap (alpha / beta) ... 0.35778 / 0.24760 hartree

ORCA input file:
```
! RIJCOSX wB97M-V def2-TZVPD def2/J DEFGRID3
* xyz 0 6
O 3.321 -2.672 6.796
Ru 3.872 -1.708 5.413
N 2.045 1.192 4.120
S 1.280 0.325 5.387
O -0.200 0.254 5.184
C 1.468 1.672 6.676
F 0.897 2.801 6.294
F 2.752 1.888 6.917
F 0.882 1.247 7.789
S 3.058 0.463 3.177
O 3.863 -0.607 3.852
O 3.836 1.401 2.385
C 2.112 -0.560 1.933
F 1.373 -1.453 2.572
F 1.332 0.228 1.218
F 2.960 -1.187 1.139
*
```

***

(2)
Computed, not measured: 2 unconnected molecules or ions with the total composition C2FN3O4 at a distorted geometry, with the ωB97M-V functional and the def2-TZVPD basis.

Properties
Max |F| ... 6.61 eV Å⁻¹
Total energy ... -640.8634 Ha
Energy above the lowest of the compared OMol25 structures with the same formula, charge and spin ... 112.0 kcal per mole
HOMO-LUMO gap (alpha / beta) ... 0.24071 / 0.24085 hartree

ORCA input file:
```
! RIJCOSX wB97M-V def2-TZVPD def2/J DEFGRID3
* xyz 0 1
C 1.924 0.094 -0.852
C -0.649 0.095 -0.216
N 2.925 -0.159 -1.311
N -1.175 -1.195 0.183
N -0.247 1.203 0.636
O -2.216 -1.504 -0.318
O -0.577 -1.831 1.034
O 0.059 2.185 0.098
O -0.244 0.835 1.793
F -0.826 0.422 -1.489
*
```

***

(3)
Computed, not measured: a molecular structure, C2H10AlNO3PZr at a distorted geometry, with the ωB97M-V functional and the def2-TZVPD basis.

Properties
Max |F| ... 4.26 eV Å⁻¹
Total energy ... -991.8349 Ha
HOMO-LUMO gap ... 0.12791 hartree

ORCA input file:
```
! RIJCOSX wB97M-V def2-TZVPD def2/J DEFGRID3
* xyz 3 1
C 1.794 2.053 0.845
P 1.189 1.042 -0.692
O 0.026 2.064 -1.487
Al 0.250 -0.882 0.207
N 1.140 -2.384 -0.691
C -1.779 -1.059 -0.040
O -2.575 -0.396 1.014
O -3.710 -0.096 0.392
H 0.929 2.773 1.170
H 1.954 1.284 1.737
H 2.812 2.590 0.625
H -0.869 1.613 -1.549
H 0.693 -0.979 1.747
H 2.160 -2.199 -0.480
H 1.039 -2.196 -1.733
H -2.105 -0.561 -1.062
H -2.166 -2.185 -0.076
H -4.492 -0.493 0.912
Zr 3.708 0.013 -0.840
*
```

***

(4)
Computed, not measured: 2 unconnected molecules or ions with the total composition C2H10N at a distorted geometry, with the ωB97M-V functional and the def2-TZVPD basis.

Properties
Max |F| ... 1.09 eV Å⁻¹
Total energy ... -136.6799 Ha
Energy above the lowest of the compared OMol25 structures with the same formula, charge and spin ... 3.8 kcal per mole
HOMO-LUMO gap ... 0.43322 hartree

ORCA input file:
```
! RIJCOSX wB97M-V def2-TZVPD def2/J DEFGRID3
* xyz 1 1
N 1.609 -1.192 0.059
H 1.756 -2.204 0.015
H 1.959 -0.819 0.943
H 2.077 -0.683 -0.691
H 0.606 -0.941 -0.013
C -0.812 0.658 -0.774
C -1.165 0.778 0.709
H -0.663 -0.346 -1.185
H 0.136 1.171 -0.992
H -1.550 1.184 -1.373
H -0.371 0.542 1.433
H -1.329 1.833 0.923
H -2.002 0.138 0.975
*
```

***

(5)
Computed, not measured: 2 unconnected molecules or ions with the total composition C2H10N2O at a distorted geometry, with the ωB97M-V functional and the def2-TZVPD basis.

Properties
SMILES string ... NCCN.O
Max |F| ... 1.98 eV Å⁻¹
Total energy ... -266.9241 Ha
Energy above the lowest of the compared OMol25 structures with the same formula, charge and spin ... 12.6 kcal per mole
HOMO-LUMO gap ... 0.36319 hartree

ORCA input file:
```
! RIJCOSX wB97M-V def2-TZVPD def2/J DEFGRID3
* xyz 0 1
N 2.049 -1.182 -0.186
C 0.964 -0.310 0.054
C -0.167 -0.446 -0.984
N -1.431 0.218 -0.545
H 2.004 -2.170 -0.327
H 2.969 -0.776 -0.217
H 0.446 -0.406 1.023
H 1.257 0.742 0.016
H -0.323 -1.529 -1.106
H 0.177 -0.098 -1.958
H -1.957 0.424 -1.403
H -1.985 -0.601 -0.266
H -0.889 2.149 2.615
H -1.450 1.734 1.250
O -1.663 2.250 2.032
*
```

***

(6)
Computed, not measured: 2 unconnected molecules or ions with the total composition C2H10N2O, with the ωB97M-V functional and the def2-TZVPD basis.

Properties
SMILES string ... C[NH2+]C[O-].N
Max |F| ... 0.57 eV Å⁻¹
Total energy ... -266.8976 Ha
Energy above the lowest of the compared OMol25 structures with the same formula, charge and spin ... 29.3 kcal per mole
HOMO-LUMO gap ... 0.30358 hartree

ORCA input file:
```
! RIJCOSX wB97M-V def2-TZVPD def2/J DEFGRID3
* xyz 0 1
C -1.542 -0.710 -0.818
N -0.255 0.005 -0.754
C 0.983 -1.140 -0.426
O 0.957 -2.047 -1.298
H -1.354 -1.624 -1.385
H -2.307 -0.099 -1.305
H -1.840 -0.983 0.195
H -0.025 0.377 -1.669
H 0.680 -1.387 0.621
H 1.853 -0.442 -0.394
N 0.628 1.739 1.572
H 0.066 1.646 2.413
H 0.917 2.711 1.546
H 1.475 1.204 1.753
H -0.236 0.749 -0.050
*
```

***

(7)
Computed, not measured: 3 unconnected molecules or ions with the total composition C2H10N2O2 at a distorted geometry, with the ωB97M-V functional and the def2-TZVPD basis.

Properties
SMILES string ... N/C=C/N.O.O
Max |F| ... 1.79 eV Å⁻¹
Total energy ... -342.1466 Ha
Energy above the lowest of the compared OMol25 structures with the same formula, charge and spin ... 29.7 kcal per mole
HOMO-LUMO gap ... 0.30447 hartree

ORCA input file:
```
! RIJCOSX wB97M-V def2-TZVPD def2/J DEFGRID3
* xyz 0 1
C -0.761 0.999 -0.979
C -0.010 -0.084 -1.151
N -0.623 -1.350 -1.194
N -0.203 2.253 -0.686
H -1.843 1.002 -1.009
H 1.058 -0.108 -1.298
H -1.623 -1.408 -1.153
H -0.136 -2.190 -1.281
H -0.864 3.011 -0.757
H 0.587 2.450 -1.286
H 1.529 -1.430 0.380
H 2.710 -0.561 0.214
O 2.402 -1.303 0.748
H -1.127 -0.845 1.997
H -1.056 0.647 2.430
O -1.013 -0.260 2.742
*
```

***

(8)
Computed, not measured: 3 unconnected molecules or ions with the total composition C2H10N2O2 at a distorted geometry, with the ωB97M-V functional and the def2-TZVPD basis.

Properties
SMILES string ... C/N=C\N.O.O
Max |F| ... 2.14 eV Å⁻¹
Total energy ... -342.1502 Ha
Energy above the lowest of the compared OMol25 structures with the same formula, charge and spin ... 27.4 kcal per mole
HOMO-LUMO gap ... 0.35202 hartree

ORCA input file:
```
! RIJCOSX wB97M-V def2-TZVPD def2/J DEFGRID3
* xyz 0 1
C 0.953 0.309 0.784
N -0.710 2.532 1.341
C -1.041 1.481 0.478
N -0.239 0.618 -0.006
H 1.416 -0.521 0.271
H 0.808 0.029 1.835
H 1.723 1.089 0.885
H -1.191 3.372 1.048
H 0.298 2.681 1.323
H -2.086 1.449 0.181
H -3.145 -2.284 -1.105
H -1.883 -3.177 -0.828
O -2.452 -2.814 -1.544
H 3.154 -1.174 -1.331
H 1.977 -1.820 -2.091
O 2.417 -1.769 -1.240
*
```

***

(9)
Computed, not measured: a gas-phase ion, C2H10N2O2P (charge +1) at a distorted geometry, with the ωB97M-V functional and the def2-TZVPD basis.

Properties
Max |F| ... 6.24 eV Å⁻¹
Total energy ... -683.1191 Ha
<S²> ... 2.014
Energy above the lowest of the compared OMol25 structures with the same formula, charge and spin ... 0.0 kcal per mole
HOMO-LUMO gap (alpha / beta) ... 0.20811 / 0.21758 hartree

ORCA input file:
```
! RIJCOSX wB97M-V def2-TZVPD def2/J DEFGRID3
* xyz 1 3
C 0.985 1.226 -1.123
C -0.288 1.541 0.863
N -1.371 -1.775 -0.599
N 0.498 0.584 0.147
O 1.276 -1.809 -0.373
O -0.332 -1.292 1.634
P 0.071 -1.019 0.213
H 1.595 2.187 -0.700
H 1.617 0.528 -1.534
H 0.062 1.509 -1.687
H -0.965 1.267 1.724
H 0.257 2.301 1.436
H -0.912 2.239 0.170
H -1.567 -1.105 -1.366
H -2.267 -2.050 -0.102
H 1.215 -2.533 -1.076
H 0.129 -1.798 2.373
*
```

***

(10)
Computed, not measured: 3 unconnected molecules or ions with the total composition C2H10N2O3 at a distorted geometry, with the ωB97M-V functional and the def2-TZVPD basis.

Properties
SMILES string ... NCNC=O.O.O
Max |F| ... 7.03 eV Å⁻¹
Total energy ... -417.3860 Ha
Energy above the lowest of the compared OMol25 structures with the same formula, charge and spin ... 54.9 kcal per mole
HOMO-LUMO gap ... 0.36333 hartree

ORCA input file:
```
! RIJCOSX wB97M-V def2-TZVPD def2/J DEFGRID3
* xyz 0 1
O -0.057 1.367 -0.493
C 0.385 0.366 0.010
N -0.179 -0.245 1.103
C -1.244 0.548 1.690
N -2.454 0.908 0.972
H 1.349 -0.177 -0.290
H 0.258 -0.849 1.659
H -1.562 -0.068 2.563
H -0.695 1.521 2.116
H -2.687 0.110 0.410
H -2.185 1.752 0.475
H -1.487 -0.511 -2.302
H -1.007 -0.915 -3.723
O -1.205 -0.095 -3.187
H 5.022 -1.211 -0.520
H 3.659 -1.287 0.132
O 4.087 -1.215 -0.615
*
```

***

What is the max |F| in the tenth record? 7.03 eV Å⁻¹

***

What is the formula in the ninth record? C2H10N2O2P

***

What is the total energy in the third record? -991.8349 Ha

***

Which of these has the highest max |F|? C2H10N2O3